Computed, not measured: 2 unconnected molecules or ions with the total composition C4H11NO, with the ωB97M-V functional and the def2-TZVPD basis.

Structure (XYZ):
```
17
Properties=species:S:1:pos:R:3:nbo_charge:R:1
C 0.1025 -2.3130 0.0121 -0.70
C 0.0963 -1.8540 1.4799 0.66
N 1.2394 -1.6176 2.1796 -0.84
O -0.9527 -1.7132 2.1171 -0.62
H -0.7901 -2.3582 -0.5770 0.25
H 0.6188 -3.2667 -0.0251 0.23
H 0.6628 -1.6487 -0.4892 0.22
H 1.1739 -1.5335 3.2693 0.43
H 2.1884 -1.7829 1.7786 0.39
C -0.1038 2.4989 -1.8130 -0.62
C -0.9291 2.0354 -0.6175 -0.60
H 0.6026 3.3117 -1.5564 0.21
H 0.3845 1.5640 -2.1008 0.21
H -0.8103 2.9826 -2.5802 0.21
H -0.8979 0.9299 -0.5120 0.20
H -1.9902 2.3787 -0.8442 0.20
H -0.5951 2.3867 0.2790 0.20
```

Energy above the lowest of the compared OMol25 structures with the same formula, charge and spin = 29.4 kcal per mole
Net charge = 0
E = -7863.27690 eV
Frontier orbital gap = 10.4 eV
Highest occupied orbital energy = -9.622 eV
SMILES string = CC(N)=O.CC